# 1
13
Properties=species:S:1:pos:R:3:forces:R:3:nbo_charge:R:1 method="wB97M-V/def2-TZVPD" lumo_ev=0.8 smiles="O=CCNCO" mol_weight_da=89.09 gap_ev=10.20
O -1.8847 0.0146 -2.2697 -0.27 -0.73 -0.02 -0.50
C -0.9599 -0.3413 -1.6049 2.10 1.94 0.35 0.46
C -0.4307 0.4051 -0.3580 -0.61 -0.92 -1.26 -0.33
N 0.8416 -0.1907 0.0152 -0.57 1.93 0.50 -0.67
C 1.3049 0.4168 1.2394 -0.52 -1.42 0.96 0.09
O 0.7888 -0.2288 2.4220 -0.32 0.40 0.51 -0.76
H -0.1501 -1.0728 -1.8548 -0.94 -0.65 -0.70 0.08
H -1.2979 0.3241 0.3061 0.38 0.15 0.80 0.20
H -0.1938 1.4607 -0.5683 -0.69 -0.31 -0.19 0.22
H 0.9744 -1.1735 -0.1512 -0.02 -0.11 0.49 0.38
H 2.3885 0.4857 1.2191 0.18 -0.03 0.35 0.16
H 0.8164 1.3805 1.4676 0.67 -0.05 -1.20 0.19
H 1.0920 -1.0978 2.6808 0.60 -0.21 -0.59 0.47

---

# 2
13
Properties=species:S:1:pos:R:3:forces:R:3:nbo_charge:R:1 method="wB97M-V/def2-TZVPD" lumo_ev=0.6 smiles="N=C=O.C=C.O" mol_weight_da=89.09 gap_ev=10.73
N -1.3941 -1.1695 -0.6760 -0.14 0.42 -0.28 -0.83
C -1.5986 -0.1771 -1.3542 -0.11 0.25 -0.23 0.89
O -1.7182 0.8263 -1.9376 0.07 -0.77 0.42 -0.49
C 0.4097 1.7745 -0.0252 0.13 -0.13 0.12 -0.40
C 1.1226 0.9184 0.6994 -0.12 0.21 -0.15 -0.39
O 0.6604 -2.0168 1.2870 0.00 -0.01 -0.14 -0.95
H -0.0532 -1.5178 0.8615 0.07 -0.12 0.06 0.48
H -1.8574 -2.0520 -0.8297 -0.01 0.06 -0.04 0.43
H -0.5319 2.1824 0.3330 0.14 -0.03 0.01 0.20
H 0.7179 2.0871 -1.0190 0.02 -0.02 0.14 0.20
H 2.0562 0.5016 0.3294 -0.08 0.11 0.02 0.19
H 0.8042 0.5729 1.6775 0.04 0.14 -0.09 0.21
H 1.3824 -1.9300 0.6539 -0.02 -0.09 0.14 0.46

---

no.,HOMO level (eV),maximum force (eV/A)
1,-9.412,2.881
2,-10.170,0.884